Formula: C2H3NO3
Source: the OMol25 dataset
Level of theory: wB97M-V/def2-TZVPD

Its HOMO-LUMO gap is 9.20 eV. Its spin multiplicity is 1. As for the HOMO energy: -8.66 eV. As for the LUMO energy: 0.5 eV. For the energy above the lowest of the compared OMol25 structures with the same formula, charge and spin, the calculation gives 642.1 kJ/mol.

Structure (XYZ):
```
9
C2H3NO3, DFT wB97M-V/def2-TZVPD
O -1.8666 -0.1645 -0.7470
O -0.7408 -0.5624 -1.5145
O 0.8390 1.4243 1.5324
N 0.8792 -0.8024 0.7993
C -0.7956 0.6735 -0.9121
C 0.6048 0.4605 0.9001
H 0.4602 -1.3294 0.0395
H 1.5255 -1.2542 1.4342
H -0.9057 1.5546 -1.5320
```

Formula: C2H12O5
Source: the OMol25 dataset
Level of theory: wB97M-V/def2-TZVPD

Its HOMO-LUMO gap is 9.21 eV. Its spin multiplicity is 1. As for the structure (SMILES): C=CO.O.O.O.O. As for the HOMO energy: -8.85 eV. As for the LUMO energy: 0.4 eV. For the energy above the lowest of the compared OMol25 structures with the same formula, charge and spin, the calculation gives 128.5 kJ/mol.

Structure (XYZ):
```
19
C2H12O5, DFT wB97M-V/def2-TZVPD
O 5.1080 -2.4088 -0.7537
O 0.2863 0.2976 -1.9042
O -1.9971 0.8050 1.7309
O 0.8267 5.9614 0.6277
O -2.7116 -1.4002 0.2053
C -0.6855 -2.6081 0.3791
C -1.5844 -1.9431 -0.3107
H 0.2260 -2.9372 -0.0903
H 4.4334 -2.1493 -0.1248
H -2.5486 1.4035 1.2135
H 0.1549 6.3220 1.2147
H -2.5530 -0.7355 0.8957
H 4.9017 -3.2594 -1.1568
H -2.1484 1.0638 2.6523
H -0.0193 0.5168 -2.7914
H -1.4304 -1.7471 -1.3605
H 1.0529 -0.2645 -2.0664
H -0.8571 -2.9447 1.3993
H 0.3335 5.7205 -0.1633
```

Formula: CH12O4S2
Source: the OMol25 dataset
Level of theory: wB97M-V/def2-TZVPD

Its HOMO-LUMO gap is 9.29 eV. Its spin multiplicity is 1. As for the structure (SMILES): CSS.O.O.O.O. As for the HOMO energy: -8.86 eV. As for the LUMO energy: 0.4 eV. For the energy above the lowest of the compared OMol25 structures with the same formula, charge and spin, the calculation gives 28.6 kJ/mol.

Structure (XYZ):
```
19
CH12O4S2, DFT wB97M-V/def2-TZVPD
S -2.0520 1.3105 -1.3142
S -0.2520 2.3868 -1.0398
O 1.9239 -0.2526 -0.7183
O 0.7797 -3.1304 2.3277
O 2.7858 -1.3115 2.1248
O 0.7062 -2.6447 -0.3495
C -2.8556 1.5040 0.3275
H -3.5840 0.6967 0.3740
H 0.3485 1.2538 -0.6630
H -2.1744 1.5482 1.1709
H 1.6293 -2.7068 2.5142
H 0.0950 -2.5636 2.6422
H 2.3321 -0.6028 -1.5096
H 0.8275 -3.1989 0.4443
H -0.1463 -2.7830 -0.7822
H -3.3947 2.4539 0.3343
H 3.6215 -0.8623 2.3481
H 1.3106 -0.9842 -0.4197
H 2.6393 -1.0883 1.1972
```

Formula: C22H45InNaO21
Source: the OMol25 dataset
Level of theory: wB97M-V/def2-TZVPD

Its HOMO-LUMO gap is 3.58 eV. Its spin multiplicity is 1. As for the HOMO energy: -11.44 eV. As for the LUMO energy: -7.9 eV. Its total charge is +1.

Structure (XYZ):
```
90
C22H45InNaO21, DFT wB97M-V/def2-TZVPD
In -0.7538 1.2389 3.4112
Na 0.0263 -0.0586 -0.3070
O 0.1708 -0.6224 -2.8992
O 3.5128 -0.4670 -2.4427
O 2.7601 5.1278 3.3754
O 3.0949 4.1400 1.6662
O 0.1806 -1.2085 5.0134
O 1.1965 3.4766 2.8646
O -0.7382 1.0297 -4.2216
O -0.8272 -3.9479 -0.9701
O -0.4522 2.3026 0.4164
O -1.9699 -0.5673 1.4358
O -5.5142 1.5217 -5.0857
O 3.6346 1.3588 -3.9577
O 0.0277 -5.2102 0.8181
O -0.2353 -3.4079 5.4893
O 1.7346 -0.1161 2.1034
O -0.1491 -2.0454 7.1138
O -4.8467 2.6534 -3.2474
O -4.4288 0.4604 -3.3170
O 3.7462 -0.9038 -4.5860
O -1.7111 -0.9321 -4.1655
O 1.3640 -4.2748 -0.6302
C -0.1780 -0.7516 7.6574
C -1.8258 -2.2926 -3.7552
C 2.9268 3.1568 0.7053
C -4.4976 2.9623 -0.8684
C -3.0805 -1.3881 1.2019
C 2.2802 5.4325 4.6566
C -3.6869 0.8898 -2.1735
C 0.0977 -4.4182 -0.3290
C -0.8257 3.5348 -0.0828
C 0.0258 -2.1750 5.7966
C -4.9648 1.5265 -3.9951
C 3.5233 -0.5377 -5.9425
C 2.2038 4.2192 2.6364
C -3.9250 2.4012 -2.1772
C -1.2444 -5.6560 1.2266
C 3.6280 0.1120 -3.7202
C 2.4838 -1.3100 2.0903
C 0.1692 2.0611 -3.8911
C -0.2376 -3.7632 4.1305
C -0.6412 -0.1829 -3.7056
C 1.7580 -3.5308 -1.8071
C 3.4450 0.3539 -1.2685
H 1.9736 -2.5437 -1.3980
H 3.4479 -1.1839 2.5829
H -2.6184 0.6795 -2.2201
H -3.5006 -1.2065 0.2127
H 0.7969 -4.0853 4.0111
H -2.4645 -2.8175 -4.4656
H -0.9114 -0.1425 7.1289
H -0.1246 2.9921 -4.3759
H 2.6602 -1.6773 1.0793
H -0.3538 -2.9277 3.4403
H 3.0650 2.1737 1.1552
H 1.9955 3.2478 0.1462
H -1.5493 3.5091 -0.8976
H 3.6731 3.2143 -0.0872
H -0.3657 -0.6861 8.7291
H 2.5336 0.9499 -1.2224
H -2.1842 -2.4013 -2.7316
H -5.3310 2.3803 -0.4750
H 3.3263 -0.3750 -0.4668
H 2.1145 -2.1498 2.6789
H 3.7859 -1.4268 -6.5158
H -1.8689 -4.7839 1.4202
H 4.3176 1.0045 -1.2091
H 4.0152 0.3036 -6.4307
H 1.1208 1.8500 -4.3790
H -1.8057 -6.3640 0.6169
H 0.0702 4.0574 -0.4179
H -2.9150 -2.4634 1.2675
H -0.9136 -4.4606 3.6357
H -0.8760 -2.8043 -3.9112
H 2.6867 -3.8183 -2.2998
H -1.1510 -6.0897 2.2223
H 1.6603 4.6208 5.0371
H 0.9806 -3.5294 -2.5712
H 1.4673 6.1567 4.6022
H 0.7945 -0.2637 7.5921
H -3.8443 -1.1720 1.9489
H -4.0054 0.3583 -1.2767
H -2.9956 2.9431 -2.3524
H 2.4529 -0.3751 -6.0682
H -3.7712 3.0093 -0.0571
H 3.0271 5.7779 5.3714
H 0.5161 2.2946 -2.8845
H -4.8825 3.9422 -1.1506
H -1.3059 4.0904 0.7227
```

Which value of HOMO energy does entry 2 give? -8.85 eV

The lowest LUMO belongs to which entry? C22H45InNaO21

What did the third record say?
Formula: CH12O4S2
Source: the OMol25 dataset
Level of theory: wB97M-V/def2-TZVPD

Its HOMO-LUMO gap is 9.29 eV. Its spin multiplicity is 1. As for the structure (SMILES): CSS.O.O.O.O. As for the HOMO energy: -8.86 eV. As for the LUMO energy: 0.4 eV. For the energy above the lowest of the compared OMol25 structures with the same formula, charge and spin, the calculation gives 28.6 kJ/mol.

Structure (XYZ):
```
19
CH12O4S2, DFT wB97M-V/def2-TZVPD
S -2.0520 1.3105 -1.3142
S -0.2520 2.3868 -1.0398
O 1.9239 -0.2526 -0.7183
O 0.7797 -3.1304 2.3277
O 2.7858 -1.3115 2.1248
O 0.7062 -2.6447 -0.3495
C -2.8556 1.5040 0.3275
H -3.5840 0.6967 0.3740
H 0.3485 1.2538 -0.6630
H -2.1744 1.5482 1.1709
H 1.6293 -2.7068 2.5142
H 0.0950 -2.5636 2.6422
H 2.3321 -0.6028 -1.5096
H 0.8275 -3.1989 0.4443
H -0.1463 -2.7830 -0.7822
H -3.3947 2.4539 0.3343
H 3.6215 -0.8623 2.3481
H 1.3106 -0.9842 -0.4197
H 2.6393 -1.0883 1.1972
```

Among the records above, which one has the lowest LUMO? C22H45InNaO21